(i)
222
Properties=species:S:1:pos:R:3:lowdin_charge:R:1 method="wB97M-V/def2-TZVPD" e_lumo_ev=0.51 homo_ev=-8.4 total_charge=0 orbital_gap_ha=0.326 smiles=COC[C@H](C)N.COC[C@H](C)N.COC[C@H](C)N.COC[C@H](C)N.COC[C@H](C)N.COC[C@H](C)N.COCCNCCOC.COCCNCCOC.COCCNCCOC.COCCNCCOC.COCCNCCOC
C 0.202 1.371 -0.536 -0.110
O 0.797 0.168 -0.119 -0.156
C 0.010 -0.951 -0.434 -0.210
C -1.284 -0.987 0.354 -0.415
C -1.069 -1.060 1.865 -0.029
N -2.222 -2.015 -0.162 0.070
H -0.662 1.554 0.107 0.074
H -0.019 1.374 -1.612 0.085
H 0.875 2.221 -0.419 0.064
H -0.109 -1.151 -1.503 0.085
H 0.501 -1.888 -0.143 0.129
H -1.864 -0.077 0.140 0.102
H -0.278 -1.757 2.145 0.067
H -1.977 -1.272 2.435 0.063
H -0.745 -0.097 2.269 0.077
H -2.379 -1.615 -1.078 0.037
H -3.052 -2.003 0.414 0.045
C 4.728 4.238 2.183 -0.122
O 3.431 3.908 1.795 -0.196
C 2.807 2.876 2.508 -0.202
C 2.572 3.168 3.978 -0.440
C 3.527 2.519 4.964 -0.068
N 1.246 2.704 4.358 0.055
H 5.420 3.391 2.284 0.094
H 4.841 4.829 3.101 0.086
H 5.079 4.854 1.349 0.092
H 1.811 2.664 2.084 0.108
H 3.171 1.879 2.209 0.138
H 2.680 4.260 4.078 0.134
H 4.569 2.841 4.901 0.071
H 3.526 1.430 4.880 0.082
H 3.194 2.724 5.985 0.072
H 0.547 3.146 3.768 0.032
H 0.985 2.958 5.302 0.065
C -1.666 3.916 5.167 -0.111
O -1.304 3.942 3.798 -0.251
C -0.908 5.238 3.310 -0.172
C -1.338 5.371 1.849 -0.425
C -2.806 5.820 1.729 -0.056
N -1.168 4.154 1.056 0.075
H -2.604 4.474 5.279 0.089
H -0.954 4.241 5.926 0.088
H -2.005 2.888 5.315 0.094
H -1.389 6.035 3.885 0.123
H 0.171 5.261 3.499 0.118
H -0.766 6.228 1.473 0.128
H -3.356 4.950 2.114 0.059
H -3.143 5.812 0.689 0.076
H -3.110 6.759 2.182 0.079
H -0.257 3.839 1.389 0.057
H -1.863 3.484 1.378 0.060
C -1.242 -8.912 2.970 -0.121
O -0.628 -7.710 2.556 -0.190
C -1.309 -7.146 1.442 -0.205
C -0.934 -5.664 1.345 -0.425
C -0.936 -4.852 2.677 -0.051
N -1.829 -4.953 0.426 0.041
H -2.220 -8.712 3.410 0.088
H -0.589 -9.386 3.706 0.084
H -1.293 -9.687 2.197 0.085
H -1.040 -7.640 0.504 0.123
H -2.393 -7.204 1.582 0.120
H 0.113 -5.633 1.014 0.128
H -0.455 -3.892 2.508 0.052
H -0.430 -5.374 3.490 0.068
H -1.958 -4.716 3.036 0.076
H -1.643 -5.349 -0.492 0.055
H -1.515 -3.984 0.363 0.023
C 2.604 -2.561 -8.040 -0.099
O 1.462 -2.040 -7.397 -0.208
C 1.697 -1.585 -6.080 -0.199
C 0.326 -1.319 -5.439 -0.426
C -0.468 -0.273 -6.197 -0.044
N 0.332 -1.059 -4.017 0.071
H 3.418 -1.831 -8.000 0.088
H 2.289 -2.842 -9.042 0.090
H 2.909 -3.467 -7.496 0.085
H 2.232 -2.404 -5.571 0.105
H 2.439 -0.774 -6.034 0.115
H -0.169 -2.284 -5.580 0.136
H -1.521 -0.425 -5.949 0.068
H -0.375 -0.536 -7.251 0.077
H -0.239 0.777 -6.014 0.073
H 0.670 -0.127 -3.797 0.063
H 0.758 -1.655 -3.315 0.034
C -6.980 -6.370 0.947 -0.125
O -7.182 -4.978 0.937 -0.184
C -5.961 -4.311 1.211 -0.204
C -6.256 -2.813 1.339 -0.433
C -6.836 -2.254 0.049 -0.046
N -5.071 -2.088 1.788 0.063
H -7.976 -6.833 0.921 0.085
H -6.538 -6.837 1.831 0.088
H -6.530 -6.665 -0.008 0.091
H -5.533 -4.579 2.183 0.126
H -5.265 -4.470 0.381 0.133
H -7.042 -2.731 2.104 0.127
H -6.022 -1.954 -0.627 0.070
H -7.374 -1.307 0.109 0.061
H -7.348 -3.054 -0.482 0.076
H -5.252 -1.131 2.060 0.047
H -4.568 -2.632 2.473 0.057
C -7.291 0.740 2.381 -0.074
O -5.915 0.899 2.716 -0.250
C -5.209 2.117 2.491 -0.199
C -5.072 2.566 1.057 -0.225
N -4.048 1.836 0.294 -0.038
C -3.942 2.323 -1.102 -0.199
C -3.329 1.436 -2.176 -0.229
O -3.947 0.178 -2.123 -0.196
C -3.543 -0.713 -3.170 -0.084
H -7.424 0.952 1.321 0.083
H -7.887 1.349 3.069 0.081
H -7.507 -0.287 2.672 0.084
H -4.203 2.009 2.900 0.122
H -5.686 2.887 3.106 0.123
H -4.829 3.635 1.093 0.101
H -6.027 2.614 0.514 0.115
H -4.454 0.901 0.193 0.100
H -3.340 3.220 -0.919 0.111
H -4.943 2.598 -1.473 0.115
H -2.263 1.439 -1.903 0.101
H -3.397 1.946 -3.140 0.128
H -4.233 -1.532 -2.963 0.091
H -2.516 -1.069 -3.048 0.066
H -3.669 -0.322 -4.181 0.086
C 9.645 -4.936 -2.314 -0.114
O 8.622 -3.962 -2.297 -0.189
C 7.411 -4.409 -2.865 -0.239
C 6.162 -3.807 -2.228 -0.205
N 5.014 -4.057 -3.103 -0.050
C 3.856 -3.371 -2.559 -0.221
C 2.552 -4.077 -2.861 -0.203
O 1.504 -3.291 -2.298 -0.236
C 0.175 -3.801 -2.405 -0.099
H 10.546 -4.530 -1.857 0.085
H 9.818 -5.244 -3.347 0.088
H 9.399 -5.798 -1.685 0.086
H 7.324 -5.497 -2.819 0.124
H 7.378 -4.020 -3.891 0.122
H 6.323 -2.722 -2.187 0.106
H 6.067 -4.200 -1.217 0.127
H 5.146 -3.891 -4.087 0.108
H 3.697 -2.366 -2.990 0.116
H 3.974 -3.087 -1.514 0.126
H 2.540 -5.060 -2.382 0.126
H 2.385 -4.126 -3.940 0.114
H 0.103 -4.809 -2.000 0.084
H -0.207 -3.833 -3.435 0.087
H -0.474 -3.033 -1.997 0.052
C 1.764 9.205 -1.641 -0.129
O 1.719 7.815 -1.782 -0.202
C 2.245 7.070 -0.674 -0.203
C 1.896 5.620 -0.866 -0.213
N 2.345 5.131 -2.167 -0.039
C 1.560 3.978 -2.570 -0.219
C 1.817 3.391 -3.953 -0.220
O 3.179 3.034 -4.033 -0.178
C 3.475 2.230 -5.157 -0.094
H 1.017 9.530 -0.908 0.086
H 1.448 9.623 -2.600 0.087
H 2.723 9.694 -1.441 0.088
H 1.801 7.383 0.276 0.118
H 3.313 7.298 -0.666 0.126
H 0.791 5.577 -0.881 0.107
H 2.237 4.934 -0.086 0.107
H 2.264 5.929 -2.787 0.105
H 0.488 4.171 -2.409 0.120
H 1.752 3.140 -1.899 0.076
H 1.537 4.032 -4.797 0.125
H 1.134 2.530 -3.997 0.105
H 2.724 1.462 -5.363 0.069
H 4.434 1.775 -4.909 0.066
H 3.619 2.804 -6.080 0.091
C 9.309 3.467 -4.271 -0.135
O 9.625 2.697 -5.396 -0.169
C 9.099 1.391 -5.434 -0.222
C 7.579 1.205 -5.331 -0.213
N 7.114 1.458 -3.978 -0.073
C 7.115 0.277 -3.103 -0.189
C 6.122 0.517 -1.965 -0.217
O 4.810 0.292 -2.477 -0.192
C 3.841 0.819 -1.588 -0.114
H 9.381 2.964 -3.298 0.083
H 8.276 3.812 -4.383 0.081
H 9.972 4.319 -4.106 0.081
H 9.631 0.695 -4.783 0.120
H 9.255 1.061 -6.466 0.118
H 7.221 0.217 -5.660 0.111
H 7.064 1.818 -6.079 0.120
H 6.214 1.903 -3.865 0.088
H 8.128 0.219 -2.692 0.115
H 6.926 -0.669 -3.622 0.109
H 6.236 1.457 -1.422 0.126
H 6.307 -0.247 -1.198 0.116
H 3.793 0.244 -0.659 0.091
H 2.861 0.666 -2.048 0.075
H 3.833 1.886 -1.351 0.089
C -8.198 1.014 8.469 -0.099
O -8.434 0.344 7.235 -0.198
C -7.465 0.600 6.258 -0.219
C -6.522 -0.636 6.145 -0.178
N -5.174 -0.304 5.689 -0.068
C -4.407 -1.432 5.210 -0.225
C -3.970 -2.371 6.330 -0.199
O -3.098 -3.379 5.848 -0.176
C -1.741 -3.055 5.833 -0.133
H -8.012 2.070 8.257 0.082
H -7.391 0.563 9.049 0.088
H -9.114 1.014 9.059 0.085
H -6.922 1.541 6.406 0.118
H -8.084 0.765 5.366 0.109
H -6.945 -1.348 5.420 0.114
H -6.536 -1.166 7.097 0.113
H -5.168 0.425 4.992 0.082
H -3.593 -1.107 4.553 0.113
H -5.024 -1.939 4.447 0.096
H -4.881 -2.812 6.737 0.117
H -3.468 -1.833 7.139 0.125
H -1.154 -3.835 5.346 0.070
H -1.290 -2.977 6.830 0.087
H -1.421 -2.151 5.301 0.085

(ii)
222
Properties=species:S:1:pos:R:3:lowdin_charge:R:1 method="wB97M-V/def2-TZVPD" e_lumo_ev=0.49 homo_ev=-8.0 total_charge=0 orbital_gap_ha=0.311 smiles=COC[C@H](C)N.COC[C@H](C)N.COC[C@H](C)N.COC[C@H](C)N.COC[C@H](C)N.COC[C@H](C)N.COCCNCCOC.COCCNCCOC.COCCNCCOC.COCCNCCOC.COCCNCCOC
C -4.172 -6.397 -2.811 -0.109
O -3.368 -5.499 -2.078 -0.196
C -2.969 -6.029 -0.840 -0.217
C -2.450 -4.824 -0.031 -0.421
C -1.787 -5.178 1.275 -0.064
N -3.523 -3.821 0.199 0.055
H -3.701 -7.389 -2.860 0.090
H -4.158 -6.064 -3.851 0.087
H -5.203 -6.502 -2.464 0.089
H -3.824 -6.514 -0.345 0.127
H -2.169 -6.783 -0.864 0.127
H -1.761 -4.447 -0.791 0.113
H -0.846 -5.704 1.088 0.054
H -2.475 -5.649 1.984 0.088
H -1.496 -4.308 1.878 0.066
H -3.826 -3.632 -0.763 0.062
H -4.355 -4.295 0.556 0.072
C 4.547 -6.311 1.765 -0.117
O 4.073 -5.685 2.917 -0.168
C 2.681 -5.415 2.894 -0.211
C 2.008 -6.142 4.038 -0.385
C 2.020 -7.668 3.842 -0.053
N 0.575 -5.703 4.119 0.048
H 4.544 -5.676 0.873 0.080
H 4.041 -7.268 1.585 0.072
H 5.585 -6.626 1.911 0.092
H 2.620 -4.332 3.054 0.116
H 2.226 -5.580 1.912 0.102
H 2.520 -5.880 4.966 0.140
H 3.070 -7.959 3.682 0.077
H 1.484 -7.983 2.948 0.059
H 1.741 -8.205 4.747 0.078
H 0.254 -5.614 3.157 0.041
H 0.057 -6.477 4.518 0.068
C 3.187 0.048 3.527 -0.090
O 1.896 -0.521 3.611 -0.211
C 1.497 -0.656 4.941 -0.240
C 0.128 -1.269 5.076 -0.390
C -0.057 -2.504 4.209 -0.064
N -0.928 -0.309 4.664 0.050
H 3.917 -0.543 4.084 0.096
H 3.139 1.124 3.719 0.090
H 3.503 -0.017 2.480 0.076
H 2.160 -1.322 5.526 0.130
H 1.635 0.284 5.495 0.126
H -0.014 -1.381 6.153 0.140
H 0.189 -2.187 3.192 0.068
H -1.047 -2.948 4.247 0.076
H 0.685 -3.264 4.459 0.051
H -0.739 0.083 3.748 0.048
H -1.814 -0.796 4.599 0.069
C -3.768 2.340 -7.012 -0.111
O -2.919 1.661 -6.122 -0.205
C -1.863 0.951 -6.759 -0.222
C -1.041 0.208 -5.739 -0.415
C -0.364 1.222 -4.814 -0.067
N 0.129 -0.401 -6.405 0.029
H -4.743 1.856 -7.073 0.088
H -3.364 2.462 -8.026 0.087
H -3.839 3.369 -6.667 0.083
H -2.402 0.187 -7.357 0.130
H -1.327 1.538 -7.511 0.128
H -1.568 -0.541 -5.161 0.105
H -1.127 1.749 -4.213 0.072
H -0.071 2.153 -5.323 0.086
H 0.442 0.852 -4.192 0.069
H 0.690 0.294 -6.878 0.071
H -0.113 -1.137 -7.060 0.070
C -2.039 5.130 -1.348 -0.117
O -1.403 6.107 -2.117 -0.186
C -2.081 6.394 -3.323 -0.216
C -2.273 7.886 -3.557 -0.425
C -2.787 8.112 -4.986 -0.074
N -1.051 8.697 -3.338 0.044
H -3.094 5.276 -1.099 0.095
H -1.440 5.022 -0.441 0.066
H -1.973 4.130 -1.802 0.083
H -1.542 5.968 -4.187 0.130
H -3.071 5.924 -3.349 0.124
H -2.995 8.236 -2.807 0.136
H -2.061 7.730 -5.701 0.079
H -2.908 9.190 -5.123 0.073
H -3.798 7.724 -5.129 0.076
H -0.976 9.456 -4.001 0.059
H -0.229 8.112 -3.471 0.069
C 0.770 1.734 0.510 -0.111
O 0.752 0.668 -0.423 -0.160
C 1.443 -0.379 0.217 -0.233
C 1.209 -1.757 -0.355 -0.349
C 1.893 -2.968 0.338 -0.020
N 1.758 -1.802 -1.768 0.063
H 0.315 1.441 1.465 0.062
H 0.202 2.548 0.069 0.081
H 1.802 2.025 0.747 0.098
H 2.534 -0.215 0.254 0.135
H 1.123 -0.410 1.271 0.103
H 0.130 -1.940 -0.439 0.125
H 2.766 -3.304 -0.208 0.054
H 1.070 -3.684 0.372 0.067
H 2.205 -2.726 1.358 0.067
H 1.418 -0.926 -2.185 0.079
H 1.119 -2.480 -2.180 0.038
C 7.060 -5.764 -1.389 -0.121
O 5.813 -5.380 -1.918 -0.200
C 5.534 -3.997 -1.753 -0.217
C 4.824 -3.449 -2.982 -0.214
N 4.468 -2.078 -2.750 -0.072
C 4.321 -1.268 -3.936 -0.220
C 5.649 -1.026 -4.655 -0.228
O 6.092 -1.972 -5.598 -0.187
C 5.171 -2.189 -6.637 -0.123
H 7.840 -5.709 -2.157 0.088
H 7.081 -6.813 -1.082 0.081
H 7.283 -5.161 -0.507 0.084
H 6.438 -3.429 -1.531 0.121
H 4.825 -3.867 -0.919 0.100
H 4.033 -4.161 -3.280 0.103
H 5.516 -3.534 -3.827 0.120
H 3.674 -1.987 -2.104 0.060
H 4.003 -0.298 -3.545 0.119
H 3.573 -1.629 -4.656 0.099
H 6.363 -0.996 -3.826 0.124
H 5.713 -0.009 -5.065 0.117
H 4.165 -2.479 -6.325 0.071
H 5.549 -2.912 -7.357 0.086
H 5.030 -1.258 -7.218 0.091
C 1.280 -7.918 0.219 -0.145
O 1.226 -7.763 -1.164 -0.171
C 2.362 -7.071 -1.672 -0.216
C 2.199 -6.904 -3.171 -0.189
N 0.973 -6.194 -3.542 -0.056
C 0.841 -4.898 -2.935 -0.223
C -0.209 -3.989 -3.586 -0.171
O -0.766 -3.253 -2.500 -0.248
C -1.559 -2.171 -2.887 -0.109
H 2.257 -8.273 0.583 0.077
H 0.552 -8.689 0.485 0.095
H 1.066 -7.073 0.889 0.051
H 3.282 -7.650 -1.503 0.129
H 2.428 -6.094 -1.176 0.111
H 2.141 -7.881 -3.662 0.120
H 3.054 -6.439 -3.667 0.113
H 0.183 -6.783 -3.309 0.106
H 1.809 -4.388 -2.952 0.102
H 0.599 -4.984 -1.865 0.112
H -0.998 -4.650 -3.963 0.124
H 0.267 -3.365 -4.346 0.128
H -2.159 -1.859 -2.042 0.078
H -2.182 -2.341 -3.771 0.079
H -0.952 -1.305 -3.201 0.086
C 1.990 5.420 0.715 -0.114
O 1.811 6.806 0.842 -0.197
C 1.024 7.408 -0.184 -0.220
C 0.791 8.849 0.244 -0.219
N -0.050 8.809 1.423 -0.052
C -0.223 10.137 2.042 -0.197
C -0.856 10.037 3.412 -0.245
O -2.223 9.727 3.274 -0.184
C -2.934 9.975 4.464 -0.120
H 2.303 4.992 1.667 0.084
H 2.783 5.195 -0.010 0.089
H 1.076 4.904 0.400 0.069
H 0.068 6.884 -0.296 0.093
H 1.527 7.292 -1.154 0.125
H 0.254 9.275 -0.612 0.112
H 1.790 9.309 0.294 0.123
H 0.479 8.219 2.065 0.087
H -0.862 10.667 1.329 0.125
H 0.734 10.683 2.068 0.117
H -0.717 11.021 3.879 0.122
H -0.336 9.258 3.986 0.120
H -3.023 11.056 4.658 0.086
H -2.458 9.510 5.332 0.088
H -3.962 9.648 4.316 0.086
C -2.010 2.201 9.763 -0.117
O -2.028 2.181 8.356 -0.186
C -0.834 2.656 7.795 -0.249
C -0.845 2.567 6.279 -0.206
N 0.320 3.254 5.737 -0.048
C 0.442 3.086 4.307 -0.215
C -0.571 3.870 3.478 -0.232
O -0.160 5.217 3.573 -0.183
C -1.052 6.153 3.008 -0.085
H -1.258 1.446 10.036 0.088
H -2.956 1.813 10.133 0.084
H -1.811 3.189 10.179 0.086
H -0.085 1.890 8.085 0.121
H -0.409 3.601 8.158 0.123
H -1.767 3.056 5.930 0.117
H -0.814 1.517 5.996 0.087
H 0.370 4.239 5.956 0.110
H 0.497 2.033 4.012 0.091
H 1.427 3.440 3.971 0.114
H -1.565 3.698 3.924 0.100
H -0.730 3.553 2.434 0.112
H -0.985 6.119 1.912 0.078
H -0.763 7.156 3.297 0.056
H -2.093 5.994 3.315 0.098
C -4.323 -0.724 -3.676 -0.090
O -3.859 -0.474 -2.350 -0.232
C -4.140 0.846 -1.907 -0.206
C -4.167 0.770 -0.394 -0.200
N -2.798 0.898 0.151 -0.049
C -2.630 0.359 1.511 -0.186
C -3.333 1.243 2.563 -0.204
O -3.941 0.426 3.527 -0.186
C -5.213 -0.012 3.164 -0.116
H -3.771 -0.169 -4.432 0.076
H -5.408 -0.563 -3.637 0.093
H -4.297 -1.797 -3.871 0.081
H -5.111 1.184 -2.289 0.119
H -3.370 1.534 -2.264 0.120
H -4.553 -0.209 -0.070 0.113
H -4.844 1.513 0.036 0.110
H -2.236 0.316 -0.468 0.094
H -1.548 0.447 1.633 0.080
H -2.937 -0.692 1.590 0.121
H -4.007 1.911 2.010 0.113
H -2.615 1.912 3.033 0.099
H -5.232 -0.480 2.173 0.076
H -5.922 0.827 3.147 0.092
H -5.604 -0.721 3.890 0.089

Order of stability, best first: (ii), (i)